# 1
Below is a structure of composition C48H44LuN9O2PS2 at a distorted geometry, with properties calculated with wB97M-V/def2-TZVPD.

Computed properties:
2S+1: 1
Lowest unoccupied orbital energy: -0.0856 hartree
Charge: +1
Energy relative to the best compared isomer or geometry (same formula, charge and spin): 7.6 kcal/mol
Kohn-Sham gap: 7.41 eV

Last column: Löwdin charge in e.
Atoms and positions in Å:
Lu  -0.272  0.269  -0.201  1.519
N  -3.398  -0.084  -1.657  -0.124
P  -3.160  0.691  -0.123  0.999
C  -3.672  2.383  -0.571  -0.372
C  -3.586  3.431  0.386  -0.096
C  -3.778  4.748  -0.043  -0.080
C  -3.991  5.045  -1.376  -0.060
C  -4.021  3.991  -2.338  -0.062
C  -3.851  2.690  -1.933  -0.111
C  -4.546  0.109  0.850  -0.375
C  -4.373  -1.108  1.523  -0.109
C  -5.367  -1.680  2.356  -0.067
C  -6.515  -0.909  2.499  -0.074
C  -6.662  0.393  1.926  -0.049
C  -5.689  0.918  1.050  -0.058
C  -2.534  -0.657  -2.506  -0.392
C  -2.984  -1.130  -3.753  -0.006
C  -2.097  -1.709  -4.600  -0.046
C  -0.854  -2.078  -4.074  -0.032
C  -0.522  -1.547  -2.833  -0.128
N  -1.292  -0.790  -2.047  -0.009
H  -4.319  0.010  -1.999  0.095
H  -3.374  3.121  1.379  0.081
H  -3.662  5.579  0.674  0.115
H  -4.021  6.090  -1.630  0.104
H  -4.209  4.230  -3.387  0.112
H  -3.817  1.872  -2.659  0.095
H  -3.400  -1.600  1.517  0.096
H  -5.147  -2.610  2.945  0.132
H  -7.336  -1.213  3.181  0.117
H  -7.570  0.922  2.089  0.093
H  -5.818  1.831  0.480  0.100
H  -4.054  -1.077  -4.045  0.136
H  -2.465  -2.126  -5.490  0.105
H  -0.161  -2.700  -4.622  0.116
H  0.487  -1.716  -2.452  0.108
O  0.852  -4.540  3.197  0.057
C  1.360  -4.659  1.953  -0.225
C  1.896  -5.957  1.705  0.014
C  2.636  -6.161  0.503  -0.077
C  2.689  -5.218  -0.506  -0.099
C  2.069  -3.969  -0.300  -0.026
C  1.341  -3.674  0.877  -0.056
C  0.749  -2.321  0.933  -0.487
O  0.792  -1.598  -0.091  -0.196
N  0.120  -2.042  2.025  -0.032
N  -0.510  -0.835  1.996  -0.172
C  -1.086  -0.579  3.127  -0.921
S  -1.855  0.869  3.546  0.910
C  -2.885  0.182  4.780  -0.535
C  -2.107  -0.965  5.506  -0.501
S  -1.075  -1.886  4.329  0.980
H  0.578  -3.632  3.301  0.014
H  1.958  -6.686  2.498  0.111
H  3.254  -7.025  0.489  0.094
H  3.289  -5.465  -1.367  0.094
H  2.074  -3.218  -1.138  0.119
H  -3.879  -0.189  4.511  0.069
H  -3.011  1.007  5.580  0.110
H  -2.784  -1.630  6.141  0.112
H  -1.438  -0.527  6.202  0.045
N  -0.117  2.057  -1.793  -0.018
C  0.674  1.509  -2.864  -0.297
C  0.136  1.425  -4.152  -0.050
C  0.776  0.770  -5.163  -0.058
C  2.057  0.220  -4.917  -0.074
C  2.610  0.398  -3.731  -0.038
C  1.948  1.046  -2.660  -0.136
C  2.682  1.282  -1.343  -0.227
C  3.963  1.884  -1.451  -0.017
C  4.603  2.180  -0.245  -0.115
C  4.079  1.800  0.949  -0.136
C  2.773  1.324  0.982  -0.171
C  2.015  1.039  -0.148  -0.230
H  -0.851  2.656  -2.227  0.108
H  0.391  2.757  -1.155  0.112
H  -0.822  1.867  -4.210  0.099
H  0.275  0.698  -6.099  0.103
H  2.445  -0.363  -5.681  0.092
H  3.514  -0.148  -3.412  0.126
H  4.400  2.176  -2.389  0.109
H  5.625  2.517  -0.206  0.101
H  4.773  1.801  1.784  0.107
H  2.276  1.176  1.978  0.097
C  1.781  5.082  1.555  -0.039
N  0.382  4.775  1.844  -0.182
C  -0.193  5.344  3.056  -0.041
C  -0.046  3.542  1.488  -0.225
N  -0.431  2.487  1.196  0.124
H  2.521  4.828  2.356  0.114
H  1.873  6.118  1.176  0.106
H  2.101  4.418  0.769  0.070
H  -1.268  5.299  3.068  0.081
H  0.059  6.425  3.082  0.108
H  0.199  4.867  3.953  0.096
N  6.497  -5.610  1.972  0.168
C  6.394  -4.833  1.143  -0.174
C  6.174  -3.722  0.207  -0.247
C  6.405  -3.886  -1.144  -0.002
C  5.912  -2.849  -1.997  -0.131
N  5.259  -1.802  -1.557  0.066
C  5.108  -1.672  -0.241  -0.109
C  5.484  -2.637  0.714  0.005
H  6.856  -4.872  -1.475  0.141
H  6.039  -2.891  -3.053  0.096
H  4.458  -0.831  -0.044  0.088
H  5.219  -2.522  1.767  0.129

# 2
Below is a cluster of 7 separate species, C48H44N7O6 in total at a distorted geometry, with properties calculated with wB97M-V/def2-TZVPD.

Computed properties:
2S+1: 1
Lowest unoccupied orbital energy: 0.0311 hartree
Charge: -1
Kohn-Sham gap: 6.27 eV

Last column: Löwdin charge in e.
Atoms and positions in Å:
N  -2.500  -5.646  2.149  -0.046
C  -3.143  -5.327  0.826  -0.271
C  -3.248  -3.724  0.719  -0.171
C  -3.352  -3.177  -0.790  -0.095
C  -4.590  -3.422  -1.726  -0.021
C  -4.692  -2.881  -3.189  -0.055
C  -3.513  -2.025  -3.789  -0.011
C  -2.281  -1.751  -2.892  -0.040
C  -2.189  -2.314  -1.417  0.016
C  -0.859  -1.918  -0.583  -0.242
O  -0.234  -2.740  0.140  -0.001
C  -0.381  -0.390  -0.803  -0.047
C  0.121  0.488  0.372  0.071
C  0.509  1.960  0.054  0.008
C  0.999  2.866  1.305  -0.541
O  2.156  2.638  1.818  -0.077
O  0.151  3.854  1.819  -0.190
C  0.390  2.541  -1.409  -0.052
C  0.775  4.085  -1.603  -0.137
O  2.203  4.361  -1.554  -0.199
O  2.942  3.229  -1.420  -0.057
C  -0.094  1.654  -2.618  0.069
C  -0.478  0.180  -2.276  -0.048
C  -1.038  -0.842  -3.397  -0.264
O  -0.536  -0.956  -4.547  0.028
H  -3.031  -5.119  2.863  0.064
H  -2.559  -6.665  2.346  0.067
H  -2.540  -5.686  -0.078  0.122
H  -4.210  -5.741  0.870  0.105
H  -2.369  -3.266  1.306  0.093
H  -4.211  -3.352  1.256  0.094
H  -5.507  -4.013  -1.350  0.097
H  -5.597  -3.030  -3.870  0.083
H  -3.532  -1.567  -4.841  0.102
H  0.186  0.027  1.424  0.123
H  0.296  4.531  -2.560  0.120
H  0.268  4.646  -0.721  0.120
H  3.315  3.248  -0.504  0.116
H  -0.200  2.038  -3.686  0.090
N  -1.503  5.309  -4.777  0.059
C  -1.327  4.235  -5.563  -0.156
C  -0.884  4.302  -6.874  -0.075
C  -0.610  5.552  -7.411  -0.087
C  -0.785  6.680  -6.622  -0.079
C  -1.228  6.506  -5.320  -0.149
H  -1.558  3.281  -5.099  0.091
H  -0.758  3.400  -7.461  0.102
H  -0.263  5.646  -8.434  0.102
H  -0.581  7.670  -7.008  0.099
H  -1.377  7.357  -4.663  0.104
N  4.874  -3.654  -0.165  0.036
C  3.532  -3.683  -0.100  -0.144
C  2.710  -2.736  -0.688  -0.059
C  3.305  -1.692  -1.384  -0.057
C  4.689  -1.636  -1.466  -0.069
C  5.424  -2.634  -0.846  -0.155
H  3.115  -4.516  0.457  0.106
H  1.632  -2.812  -0.604  0.064
H  2.695  -0.930  -1.857  0.105
H  5.186  -0.835  -2.000  0.101
H  6.509  -2.636  -0.884  0.101
N  -5.397  -1.320  1.502  0.049
C  -6.738  -1.349  1.569  -0.156
C  -7.560  -0.401  0.981  -0.083
C  -6.966  0.641  0.284  -0.081
C  -5.582  0.697  0.200  -0.059
C  -4.848  -0.301  0.820  -0.136
H  -7.156  -2.181  2.127  0.099
H  -8.637  -0.476  1.065  0.097
H  -7.575  1.404  -0.189  0.104
H  -5.085  1.496  -0.335  0.109
H  -3.763  -0.303  0.779  0.106
N  7.420  -5.192  2.745  0.048
C  6.327  -4.440  2.524  -0.144
C  5.331  -4.232  3.464  -0.067
C  5.462  -4.835  4.705  -0.086
C  6.580  -5.618  4.962  -0.094
C  7.524  -5.763  3.957  -0.175
H  6.265  -3.991  1.539  0.067
H  4.473  -3.614  3.230  0.077
H  4.702  -4.696  5.466  0.094
H  6.715  -6.105  5.920  0.092
H  8.416  -6.362  4.111  0.092
N  1.605  9.094  -0.282  0.033
C  2.109  7.848  -0.316  -0.152
C  1.646  6.806  0.472  -0.068
C  0.604  7.061  1.350  -0.063
C  0.065  8.339  1.409  -0.083
C  0.595  9.312  0.577  -0.181
H  2.924  7.698  -1.017  0.099
H  2.088  5.820  0.400  0.094
H  0.215  6.270  1.984  0.091
H  -0.749  8.573  2.084  0.094
H  0.205  10.326  0.583  0.090
N  2.314  -2.721  4.299  0.063
C  1.303  -2.775  3.415  -0.127
C  -0.035  -2.718  3.770  -0.063
C  -0.353  -2.602  5.115  -0.080
C  0.672  -2.546  6.050  -0.082
C  1.979  -2.607  5.594  -0.155
H  1.602  -2.869  2.376  0.094
H  -0.808  -2.764  3.013  0.081
H  -1.389  -2.555  5.432  0.103
H  0.460  -2.456  7.108  0.097
H  2.814  -2.563  6.286  0.099

# 3
Below is a structure of composition C48H45AsBrN2O4PbS2, with properties calculated with wB97M-V/def2-TZVPD.

Computed properties:
2S+1: 1
Lowest unoccupied orbital energy (alpha / beta): -0.3634 / -0.3899 hartree
Charge: +3
Energy relative to the best compared isomer or geometry (same formula, charge and spin): 39.3 kcal/mol
Kohn-Sham gap (alpha / beta): 4.48 / 3.76 eV

Last column: Löwdin charge in e.
Atoms and positions in Å:
Pb  0.065  -0.940  0.149  1.060
C  0.694  -2.184  -3.490  0.000
O  0.885  -0.911  -2.832  -0.137
C  1.518  0.054  -3.475  -0.186
C  2.169  -0.094  -4.675  -0.023
C  2.706  1.028  -5.322  -0.639
Br  3.525  0.814  -6.963  0.964
C  2.621  2.309  -4.752  -0.023
C  2.055  2.485  -3.508  -0.033
C  1.455  1.359  -2.797  -0.216
O  0.883  1.452  -1.700  -0.052
C  2.038  3.830  -2.991  -0.177
N  2.093  4.907  -3.812  0.230
C  2.084  5.970  -3.023  -0.159
C  2.110  7.357  -3.372  0.057
C  2.148  8.248  -2.351  -0.016
C  2.148  7.816  -0.986  0.039
C  2.086  6.468  -0.610  0.031
C  2.050  5.564  -1.636  -0.133
N  1.995  4.188  -1.682  0.207
H  0.257  -2.041  -4.477  0.117
H  0.001  -2.740  -2.865  0.072
H  1.639  -2.721  -3.568  0.110
H  2.272  -1.059  -5.148  0.118
H  3.019  3.172  -5.270  0.126
H  -0.021  2.406  -0.678  0.019
H  2.107  7.662  -4.410  0.140
H  2.184  9.309  -2.557  0.131
H  2.197  8.568  -0.208  0.133
H  2.076  6.173  0.432  0.128
H  2.058  3.564  -0.894  0.159
S  -1.455  -1.159  2.207  0.465
C  -1.749  -2.876  2.597  -0.662
C  -2.461  -3.119  3.770  -0.112
C  -2.781  -4.414  4.148  -0.044
C  -2.417  -5.489  3.348  -0.051
C  -1.705  -5.257  2.189  -0.100
C  -1.347  -3.958  1.820  -0.415
As  -0.307  -3.744  0.213  1.210
C  1.156  -4.981  0.382  -0.394
C  1.542  -5.486  1.619  -0.114
C  2.702  -6.242  1.718  -0.049
C  3.475  -6.493  0.592  -0.047
C  3.085  -5.995  -0.645  -0.059
C  1.934  -5.229  -0.749  -0.128
C  -1.514  -4.455  -1.111  -0.398
C  -2.671  -3.717  -1.354  -0.119
C  -3.613  -4.193  -2.252  -0.061
C  -3.394  -5.398  -2.911  -0.051
C  -2.237  -6.126  -2.669  -0.051
C  -1.290  -5.658  -1.766  -0.090
H  -2.759  -2.282  4.389  0.103
H  -3.323  -4.586  5.069  0.121
H  -2.678  -6.500  3.632  0.120
H  -1.413  -6.090  1.559  0.116
H  0.946  -5.297  2.502  0.105
H  3.002  -6.635  2.682  0.120
H  4.379  -7.081  0.678  0.119
H  3.677  -6.203  -1.527  0.115
H  1.632  -4.839  -1.716  0.092
H  -2.847  -2.782  -0.829  0.097
H  -4.524  -3.635  -2.431  0.114
H  -4.132  -5.775  -3.607  0.118
H  -2.077  -7.069  -3.176  0.119
H  -0.398  -6.239  -1.570  0.100
C  2.387  -2.484  2.544  -0.067
C  2.592  -1.010  2.759  -0.232
O  2.039  -0.293  1.635  -0.380
C  2.584  1.016  1.463  -0.265
C  2.233  1.965  2.592  -0.047
H  2.775  -3.034  3.401  0.105
H  2.906  -2.832  1.648  0.092
H  1.320  -2.707  2.456  0.035
H  3.655  -0.769  2.828  0.137
H  2.098  -0.688  3.676  0.130
H  2.181  1.369  0.509  0.081
H  3.670  0.934  1.366  0.133
H  1.154  2.025  2.744  0.054
H  2.616  2.964  2.366  0.088
H  2.690  1.648  3.530  0.089
O  -0.493  3.071  -0.112  -0.320
S  -1.210  2.378  1.134  1.116
C  -1.406  3.753  2.220  -0.392
C  -1.481  3.453  3.573  -0.073
C  -1.634  4.498  4.472  -0.034
C  -1.688  5.807  4.011  -0.026
C  -1.593  6.084  2.650  -0.040
C  -1.458  5.054  1.734  -0.056
C  -2.859  2.090  0.534  -0.386
C  -3.209  2.412  -0.769  -0.059
C  -4.490  2.096  -1.201  -0.044
C  -5.384  1.472  -0.341  -0.034
C  -5.011  1.162  0.963  -0.034
C  -3.737  1.464  1.411  -0.096
H  -1.422  2.426  3.922  0.120
H  -1.707  4.290  5.532  0.126
H  -1.809  6.619  4.717  0.126
H  -1.637  7.108  2.300  0.121
H  -1.395  5.258  0.672  0.115
H  -2.512  2.908  -1.430  0.111
H  -4.789  2.347  -2.211  0.121
H  -6.380  1.230  -0.686  0.123
H  -5.714  0.685  1.632  0.125
H  -3.438  1.221  2.424  0.099

# 4
Below is a structure of composition C48H45N6O4RbSi at a distorted geometry, with properties calculated with wB97M-V/def2-TZVPD.

Computed properties:
2S+1: 1
Lowest unoccupied orbital energy: 0.1319 hartree
Charge: -2
Energy relative to the best compared isomer or geometry (same formula, charge and spin): 15.6 kcal/mol
Kohn-Sham gap: 4.52 eV

Last column: Löwdin charge in e.
Atoms and positions in Å:
Rb  0.173  0.584  -1.112  0.801
O  4.251  0.753  -4.664  0.017
C  3.422  0.469  -3.798  -0.475
N  3.134  1.134  -2.670  0.136
C  4.035  1.778  -1.932  -0.488
O  5.231  1.527  -1.763  0.016
C  3.493  2.984  -1.164  -0.182
C  4.388  4.026  -0.908  -0.009
C  3.935  5.171  -0.285  -0.077
C  2.599  5.244  0.090  -0.081
C  1.793  4.152  -0.173  -0.182
N  2.215  3.043  -0.784  0.090
C  2.542  -0.747  -4.050  -0.195
C  3.029  -1.785  -4.835  -0.018
C  2.260  -2.928  -4.985  -0.080
C  1.015  -2.993  -4.371  -0.066
C  0.600  -1.890  -3.642  -0.130
N  1.343  -0.798  -3.474  0.059
H  5.418  3.894  -1.211  0.112
H  4.609  5.997  -0.090  0.097
H  2.194  6.118  0.583  0.095
H  0.748  4.165  0.125  0.106
H  4.001  -1.676  -5.295  0.108
H  2.628  -3.764  -5.569  0.095
H  0.384  -3.867  -4.449  0.097
H  -0.370  -1.882  -3.152  0.090
C  -0.180  3.961  -3.027  -0.083
O  -1.222  3.142  -2.522  -0.124
C  -2.504  3.581  -2.690  -0.221
C  -2.798  4.910  -2.982  -0.040
C  -4.117  5.333  -3.116  -0.118
C  -5.146  4.419  -2.956  -0.120
C  -4.850  3.092  -2.678  -0.036
C  -3.539  2.636  -2.555  -0.171
N  -3.178  1.296  -2.264  0.071
N  -4.109  0.494  -2.539  0.054
C  -3.967  -0.842  -2.304  -0.146
C  -2.786  -1.452  -1.746  -0.386
O  -1.777  -0.807  -1.416  -0.300
C  -2.808  -2.906  -1.570  0.004
C  -3.871  -3.649  -1.915  -0.041
C  -5.058  -3.062  -2.489  -0.186
C  -6.158  -3.858  -2.848  -0.069
C  -7.293  -3.310  -3.398  -0.130
C  -7.341  -1.923  -3.602  -0.119
C  -6.277  -1.123  -3.256  -0.043
C  -5.101  -1.663  -2.684  -0.110
H  -0.363  4.224  -4.072  0.101
H  -0.065  4.878  -2.442  0.083
H  0.734  3.378  -2.949  0.078
H  -1.999  5.627  -3.098  0.094
H  -4.324  6.373  -3.335  0.089
H  -6.178  4.738  -3.043  0.088
H  -5.638  2.362  -2.547  0.093
H  -1.922  -3.334  -1.113  0.108
H  -3.859  -4.724  -1.758  0.103
H  -6.094  -4.929  -2.680  0.099
H  -8.134  -3.937  -3.670  0.081
H  -8.227  -1.475  -4.038  0.086
H  -6.315  -0.055  -3.421  0.088
C  -0.355  -2.202  1.453  -0.249
Si  0.590  -2.005  2.924  0.503
C  0.660  -0.190  3.538  -0.232
N  1.007  0.747  2.467  -0.214
C  2.432  0.842  2.142  -0.167
C  3.107  2.113  2.696  -0.161
C  2.397  2.581  3.964  -0.201
C  0.950  2.973  3.635  -0.170
C  0.387  2.050  2.528  -0.202
C  2.392  -2.576  2.683  -0.255
C  3.331  -2.600  3.720  -0.129
C  4.661  -2.938  3.494  -0.114
C  5.083  -3.266  2.210  -0.119
C  4.167  -3.255  1.164  -0.094
C  2.840  -2.911  1.400  -0.089
C  0.079  -2.917  4.551  -0.222
C  0.665  -4.111  4.984  -0.110
C  0.161  -4.836  6.060  -0.118
C  -0.953  -4.377  6.750  -0.135
C  -1.556  -3.190  6.347  -0.119
C  -1.047  -2.482  5.266  -0.110
H  -1.348  -1.746  1.413  -0.058
H  -0.351  -3.204  1.007  -0.065
H  1.324  -0.103  4.416  0.076
H  -0.343  0.069  3.899  0.074
H  2.558  0.817  1.057  0.098
H  2.928  -0.046  2.530  0.103
H  3.070  2.914  1.950  0.088
H  4.164  1.913  2.886  0.108
H  2.925  3.417  4.429  0.097
H  2.397  1.764  4.690  0.095
H  0.922  4.010  3.279  0.096
H  0.331  2.928  4.535  0.096
H  0.549  2.530  1.558  0.079
H  -0.692  1.924  2.641  0.118
H  3.016  -2.344  4.729  0.099
H  5.371  -2.938  4.315  0.086
H  6.121  -3.516  2.025  0.086
H  4.493  -3.493  0.157  0.094
H  2.126  -2.865  0.582  0.087
H  1.538  -4.489  4.460  0.089
H  0.638  -5.763  6.361  0.086
H  -1.353  -4.940  7.586  0.082
H  -2.432  -2.822  6.872  0.087
H  -1.555  -1.573  4.952  0.090

Values of electronic energy, in order: -4871.93084, -2689.82166, -8064.65327, -2799.23938, all in Eh.